C36H29ClFN3O8PSc | the ωB97M-V functional and the def2-TZVPD basis

Geometry as XYZ:
```
80
Properties=species:S:1:pos:R:3:forces:R:3
Sc -0.44331 -0.59791 -0.24349 -0.1 -0.1 0.0
O 2.51974 3.12008 3.71270 0.0 0.0 0.0
C 3.14574 1.95473 3.70678 0.0 0.0 0.1
O 4.12301 1.74123 4.38367 0.0 0.0 0.0
C 2.58941 0.89652 2.82342 0.0 -0.1 0.0
C 3.10972 -0.37846 2.72569 0.1 0.1 0.0
N 2.37700 -1.03287 1.80968 0.1 0.0 0.0
N 1.41698 -0.26792 1.30058 -0.2 0.0 0.2
C 1.51017 0.89592 1.91188 0.0 0.0 0.0
C 0.48505 1.90926 1.50566 0.4 0.2 -0.4
O 0.51644 3.04154 1.99236 -0.1 -0.1 0.1
O -0.29122 1.50029 0.58130 -0.2 -0.1 0.1
H 1.73557 3.13786 3.09061 0.0 0.0 0.0
H 3.94354 -0.82676 3.23791 0.0 0.0 0.0
H 2.44901 -1.98375 1.47744 0.0 0.0 0.0
O -1.08380 1.09168 -1.79557 0.0 0.0 0.0
C -2.40002 0.92468 -2.28754 0.0 0.0 0.0
C -3.35566 0.57964 -1.17494 0.0 0.0 0.0
C -4.72024 0.79153 -1.30865 0.0 0.0 0.0
C -5.55370 0.45399 -0.25836 0.0 0.0 0.0
C -4.99292 -0.07120 0.89436 0.0 0.0 0.0
C -3.62256 -0.25055 0.94400 0.0 0.0 0.0
N -2.81391 0.06211 -0.07207 0.0 0.0 0.0
H -1.05777 1.80078 -1.12820 0.0 0.0 0.0
H -2.35766 0.10068 -2.99907 0.0 0.0 0.0
H -2.73641 1.82523 -2.80646 0.0 0.0 0.0
H -5.11130 1.22087 -2.22205 0.0 0.0 0.0
H -6.62264 0.60678 -0.33349 0.0 0.0 0.0
H -5.60143 -0.33981 1.74631 0.0 0.0 0.0
H -3.13830 -0.66649 1.81531 0.0 0.0 0.0
F -1.23492 -1.68038 -1.62608 0.1 0.2 0.2
O 1.27348 -0.37944 -1.43913 -0.1 0.0 0.0
P 2.51259 -0.14888 -2.24079 0.1 -0.1 0.0
C 3.96410 -0.57099 -1.26188 0.0 0.0 0.0
C 4.25579 -1.91936 -1.05410 0.0 0.0 0.0
C 5.25568 -2.28248 -0.16621 0.0 0.0 0.0
C 5.96066 -1.30239 0.52431 0.0 0.0 0.0
C 5.67019 0.03930 0.32435 0.0 0.0 0.0
C 4.67445 0.40648 -0.57074 0.0 0.0 0.0
C 2.50046 -1.20233 -3.68882 0.0 0.0 0.0
C 1.29259 -1.81795 -4.01064 0.0 0.0 0.0
C 1.22757 -2.64415 -5.12435 0.0 0.0 0.0
C 2.35511 -2.85423 -5.90473 0.0 0.0 0.0
C 3.56343 -2.25268 -5.57158 0.0 0.0 0.0
C 3.63934 -1.43098 -4.45937 0.0 0.0 0.0
C 2.65703 1.57760 -2.71014 0.0 0.0 0.0
C 3.36970 1.99931 -3.82907 0.0 0.0 0.0
C 3.48818 3.35345 -4.10047 0.0 0.0 0.0
C 2.89804 4.28595 -3.25683 0.0 0.0 0.0
C 2.18003 3.86799 -2.14482 0.0 0.0 0.0
C 2.05608 2.51435 -1.87138 0.0 0.0 0.0
H 3.69571 -2.68230 -1.58315 0.0 0.0 0.0
H 5.48601 -3.32887 -0.01195 0.0 0.0 0.0
H 6.73888 -1.58708 1.22103 0.0 0.0 0.0
H 6.21199 0.80094 0.86956 0.0 0.0 0.0
H 4.44721 1.45478 -0.72276 0.0 0.0 0.0
H 0.42458 -1.67360 -3.37461 0.0 0.0 0.0
H 0.29434 -3.13160 -5.37381 0.0 0.0 0.0
H 2.29867 -3.50087 -6.77096 0.0 0.0 0.0
H 4.44544 -2.43368 -6.17166 0.0 0.0 0.0
H 4.58811 -0.98603 -4.17971 0.0 0.0 0.0
H 3.82149 1.27672 -4.49730 0.0 0.0 0.0
H 4.03788 3.68159 -4.97286 0.0 0.0 0.0
H 2.99408 5.34250 -3.47141 0.0 0.0 0.0
H 1.71373 4.59116 -1.48845 0.0 0.0 0.0
H 1.48094 2.17997 -1.01758 0.0 0.0 0.0
Cl -0.57643 -6.86703 5.64246 0.0 0.0 0.0
C -0.53166 -5.61396 4.44051 0.0 0.0 0.0
C 0.16187 -5.83336 3.26030 0.0 0.0 0.0
C 0.19679 -4.82927 2.30714 0.0 0.0 0.0
C -0.46015 -3.62505 2.53161 0.0 0.0 0.0
C -1.15413 -3.42538 3.71888 0.0 0.0 0.0
C -1.19047 -4.41887 4.68319 0.0 0.0 0.0
C -0.40915 -2.54836 1.49933 0.0 0.0 0.0
O 0.36861 -2.64883 0.51858 0.0 0.0 -0.1
O -1.13921 -1.51861 1.63602 0.0 -0.1 -0.1
H 0.66131 -6.77820 3.09708 0.0 0.0 0.0
H 0.72472 -4.97000 1.37333 0.0 0.0 0.0
H -1.65840 -2.48223 3.88004 0.0 0.0 0.0
H -1.72063 -4.27539 5.61420 0.0 0.0 0.0
```
Forces are in eV/Å.

## Properties
Largest force on an atom: 0.59 eV/Å
ΔE to the lowest compared entry with this formula, charge and spin: 0.077 eV

C36H29ClIN5O2S2Sr | the ωB97M-V functional and the def2-TZVPD basis

Geometry as XYZ:
```
77
Properties=species:S:1:pos:R:3:forces:R:3
Sr -0.74999 -0.00900 -2.56723 -0.2 0.1 -0.8
N 0.94109 -4.25513 -3.16758 0.0 0.0 0.0
C 0.80678 -2.91559 -3.28577 0.0 -0.1 -0.1
S -0.48011 -2.36215 -4.29728 0.2 0.0 0.0
N 1.75023 -2.25043 -2.61371 -0.1 0.1 0.0
N 1.62334 -0.91817 -2.65290 0.2 -0.1 -0.1
C 2.53644 -0.21339 -2.06882 0.1 0.0 0.0
C 3.71132 -0.79609 -1.36583 0.0 0.0 0.1
C 3.88665 -0.55348 -0.00612 0.0 0.0 0.0
C 4.97415 -1.08419 0.67252 0.0 0.0 0.0
C 5.90084 -1.85970 -0.00879 0.0 0.0 0.0
C 5.73085 -2.10711 -1.36457 0.0 0.0 0.0
C 4.63911 -1.58379 -2.03988 0.0 0.0 0.0
C 2.42560 1.26111 -2.16736 0.0 0.0 0.0
C 3.52148 2.07410 -1.86333 0.0 0.0 0.0
C 3.41519 3.44466 -2.00772 0.0 0.0 0.0
C 2.21703 3.99094 -2.44137 0.0 0.0 0.0
C 1.17621 3.12034 -2.70974 0.0 0.0 0.0
N 1.26309 1.79834 -2.58492 0.1 -0.1 0.1
H 0.22297 -4.84748 -3.53979 0.0 0.0 0.0
H 1.59153 -4.60422 -2.48381 0.0 0.0 0.0
H 3.16193 0.05126 0.52983 0.0 0.0 0.0
H 5.09173 -0.89390 1.73175 0.0 0.0 0.0
H 6.75155 -2.27558 0.51579 0.0 0.0 0.0
H 6.44828 -2.71779 -1.89771 0.0 0.0 0.0
H 4.49295 -1.79446 -3.09082 0.0 0.0 0.0
H 4.44577 1.62470 -1.53167 0.0 0.0 0.0
H 4.26412 4.07882 -1.78568 0.0 0.0 0.0
H 2.08464 5.05585 -2.56809 0.0 0.0 0.0
H 0.21305 3.50232 -3.03260 0.0 0.0 0.0
Cl -5.74416 -4.26818 0.87127 0.0 0.0 0.0
C -4.32670 -3.36722 0.39913 0.0 0.1 0.0
C -3.20630 -3.42347 1.17429 0.0 0.0 0.0
C -2.05700 -2.70344 0.82166 -0.1 -0.1 0.0
I -0.39077 -2.78337 2.05954 0.1 0.0 0.0
C -1.97093 -1.91786 -0.32746 0.0 0.0 0.0
O -0.91229 -1.29290 -0.67899 -0.1 -0.2 0.4
C -3.19452 -1.82857 -1.11457 0.0 0.0 0.0
N -3.17506 -1.00397 -2.20182 -0.1 -0.2 0.2
C -4.25551 -0.89739 -2.93505 0.0 0.0 -0.1
C -5.44804 -1.59156 -2.67173 0.0 0.0 0.0
C -5.49336 -2.41921 -1.58854 0.0 0.0 0.0
C -4.35536 -2.55734 -0.76385 -0.1 0.0 0.1
H -3.20597 -4.02845 2.07108 0.0 0.0 0.0
H -4.19972 -0.23677 -3.79528 0.0 0.0 0.0
H -6.30044 -1.46460 -3.32414 0.0 0.0 0.0
H -6.38978 -2.97343 -1.34680 0.0 0.0 0.0
O -1.50276 1.69584 -1.02621 -0.1 0.6 0.4
S -0.73599 2.41031 0.06697 0.0 0.0 -0.2
C -1.96469 2.91180 1.29976 0.0 0.0 0.1
C -2.73172 1.80296 1.95267 0.0 0.0 0.0
C -2.48385 1.49095 3.28611 0.0 -0.1 0.0
C -3.16189 0.45058 3.90461 0.0 0.0 0.0
C -4.10017 -0.28183 3.19321 0.0 0.0 0.0
C -4.36092 0.03419 1.86768 0.0 0.0 0.0
C -3.67887 1.06754 1.24478 0.0 0.0 0.0
C 0.14943 1.10741 0.93877 0.0 -0.1 0.0
C 1.08393 1.64870 1.98153 0.0 0.0 0.0
C 2.05381 2.59085 1.64634 0.0 0.0 0.0
C 2.93568 3.06098 2.60842 0.0 0.0 0.0
C 2.86000 2.58894 3.91133 0.0 0.0 0.0
C 1.90220 1.64257 4.24834 0.0 0.0 0.0
C 1.01558 1.17591 3.28853 0.0 0.0 0.0
H -2.60385 3.59291 0.73472 0.0 0.0 0.0
H -1.41081 3.50236 2.03295 0.0 0.0 0.0
H -1.75159 2.06438 3.84288 0.0 0.0 0.0
H -2.95702 0.21415 4.94090 0.0 0.0 0.0
H -4.62877 -1.09935 3.66641 0.0 0.0 0.0
H -5.09376 -0.53480 1.31246 0.0 -0.1 0.0
H -3.87416 1.29881 0.20526 0.0 0.0 0.0
H 0.69149 0.58905 0.14260 0.0 0.0 0.0
H -0.57396 0.39220 1.32977 0.0 0.0 0.0
H 2.12837 2.94938 0.62478 0.0 0.0 0.0
H 3.68759 3.79122 2.33787 0.0 0.0 0.0
H 3.55143 2.95217 4.66049 0.0 0.0 0.0
H 1.84766 1.26106 5.25982 0.0 0.0 0.0
H 0.27572 0.42569 3.54072 0.0 0.0 0.0
```
Forces are in eV/Å.

## Properties
Largest force on an atom: 0.81 eV/Å
ΔE to the lowest compared entry with this formula, charge and spin: 0.000 eV

Which of these has the highest ΔE to the lowest compared entry with this formula, charge and spin?
C36H29ClFN3O8PSc